This record from the Open Molecules 2025 dataset describes a 2-piece molecular cluster, C5H6F2O overall in a non-equilibrium geometry. The level of theory is ωB97M-V/def2-TZVPD.

Atoms and positions in Å:
C -1.67222 -0.91565 0.48817
C 0.87641 0.76754 1.56872
C -1.30026 -0.97800 -0.66907
C -0.71237 -1.15685 -1.95357
C 1.70856 1.21717 0.61483
O -0.29344 1.27496 2.03435
F 2.96788 0.82666 0.28639
F 1.32190 2.06726 -0.33426
H -0.75509 1.61883 1.30252
H -1.86788 -0.83192 1.50993
H 1.16531 0.04310 2.25605
H -0.93920 -0.57710 -2.76434
H -0.97467 -2.06218 -2.42438
H 0.47506 -1.29382 -1.91534

HOMO level (eV): -9.202
Max |F| (eV Å⁻¹): 4.384
Structure (SMILES): OC=C(F)F.C#CC
Charge: 0
Spin multiplicity: 1
Energy (a.u.): -468.9462
HOMO-LUMO gap (eV): 9.97

***

This record from the Open Molecules 2025 dataset describes one molecule with the formula C5H6FI in a non-equilibrium geometry. The level of theory is ωB97M-V/def2-TZVPD.

Atoms and positions in Å:
C -0.14016 -1.60246 -1.16590
C -0.67591 0.25521 1.64104
C 0.80448 -0.85695 -0.70135
C -0.08342 1.13468 0.91083
C 0.45499 0.99240 -0.49206
F 0.19266 2.37689 1.38344
I -0.94812 1.53016 -1.97913
H -0.11650 -2.67000 -1.31252
H -1.16200 -1.30685 -1.13359
H -0.81463 0.50547 2.66045
H -0.79410 -0.69449 1.15784
H 1.87810 -1.08516 -0.33593
H 1.40459 1.42111 -0.63311

HOMO level (eV): -9.411
Max |F| (eV Å⁻¹): 5.346
Structure (SMILES): C=C[C@@H](I)C(=C)F
Charge: 0
Spin multiplicity: 1
Energy (a.u.): -591.5638
HOMO-LUMO gap (eV): 9.81

***

This record from the Open Molecules 2025 dataset describes one molecule with the formula C5H6FNO in a non-equilibrium geometry. The level of theory is ωB97M-V/def2-TZVPD.

Atoms and positions in Å:
C 0.77133 1.07637 1.26409
C 1.36642 -0.04973 1.29918
C -0.49673 0.36992 -0.53967
C -1.71679 0.67259 -1.44367
C 1.95464 -1.22506 1.32970
N -0.05682 -0.83589 -0.37006
O -0.11850 1.36422 0.23540
F -0.50076 -1.63984 -1.37053
H 0.62358 1.87018 1.97799
H -2.66082 0.56917 -0.88590
H -1.64592 1.56729 -1.98351
H -1.93635 -0.34362 -1.97955
H 1.45656 -2.13810 1.50649
H 2.96018 -1.25751 0.96006

HOMO level (eV): -8.777
Max |F| (eV Å⁻¹): 4.316
Structure (SMILES): C=C=CO/C(C)=N/F
Charge: 0
Spin multiplicity: 1
Energy (a.u.): -423.7828
HOMO-LUMO gap (eV): 9.66

***

This record from the Open Molecules 2025 dataset describes C5H6FO4Y as an isolated structure in a non-equilibrium geometry. The level of theory is ωB97M-V/def2-TZVPD.

Atoms and positions in Å:
O 3.28483 0.44265 -0.36920
C 3.48859 -0.55982 0.34764
H 4.43987 -0.60982 0.89561
H -0.39872 0.30560 1.00466
C 2.58651 -1.65240 0.43645
H 1.82380 -1.77590 -0.33425
H 2.83642 -2.49232 1.08466
C -1.12365 0.51506 0.17990
C -2.41789 1.24478 0.47107
O -3.34983 0.55769 -0.36433
C -2.80801 -0.53709 -0.87579
O -1.48247 -0.60929 -0.49045
O -3.33559 -1.36310 -1.54279
F -0.32278 1.32902 -0.75264
H -2.37826 2.30268 0.19907
H -2.70589 1.12539 1.52129
Y 1.86307 1.77689 -1.41092

HOMO level (spin up / spin down) (eV): -20.433 / -20.433
Max |F| (eV Å⁻¹): 4.653
Charge: +3
Spin multiplicity: 2
Energy (a.u.): -631.9795
HOMO-LUMO gap (spin up / spin down) (eV): 4.59 / 4.58

***

This record from the Open Molecules 2025 dataset describes C5H6HgO4 as an isolated structure in a non-equilibrium geometry. The level of theory is ωB97M-V/def2-TZVPD.

Atoms and positions in Å:
O -0.26503 0.95781 0.41415
O -2.29114 0.48512 -0.24885
C -3.37752 -0.38374 -0.14710
C -4.60472 0.08394 -0.30592
C -1.11051 0.11160 0.15212
H -3.12645 -1.40701 0.13699
H -0.98304 -0.95488 0.39945
H -5.44544 -0.58840 -0.14424
H -4.80297 1.14566 -0.45119
Hg 1.57896 1.17120 0.59445
O 3.03513 1.19540 -0.63278
O 3.03409 0.17745 1.32295
C 3.64073 0.29266 0.14068
C 4.59826 -0.57994 -0.31400
H 5.07310 -1.27368 0.37996
H 5.04656 -0.43322 -1.29667

HOMO level (eV): -6.435
Max |F| (eV Å⁻¹): 6.778
Charge: 0
Spin multiplicity: 1
Energy (a.u.): -648.2620
HOMO-LUMO gap (eV): 5.73

***

This record from the Open Molecules 2025 dataset describes C5H6HgO4S as an isolated structure in a non-equilibrium geometry. The level of theory is ωB97M-V/def2-TZVPD.

Atoms and positions in Å:
O -0.36461 2.60656 -3.29447
C -0.32117 1.85962 -2.41246
Hg 0.68786 0.35385 -1.34071
C 2.02706 -1.07428 -0.41187
C -1.94659 -0.93384 -0.95868
O 3.02063 -1.65558 -0.54348
O -2.97492 -1.36103 -0.68200
C -0.01575 -0.06971 3.24091
S -0.72882 1.43844 2.52034
C 0.20295 2.65132 3.49461
O -0.25166 1.48818 1.09176
H -0.23236 -0.06287 4.30933
H 1.05900 -0.09201 3.06270
H -0.51014 -0.92237 2.77588
H 1.26657 2.55996 3.24391
H -0.19444 3.63485 3.21852
H 0.04458 2.49762 4.56621

HOMO level (eV): -16.027
Max |F| (eV Å⁻¹): 6.550
Charge: +2
Spin multiplicity: 1
Energy (a.u.): -1045.9026
HOMO-LUMO gap (eV): 4.49

***

This record from the Open Molecules 2025 dataset describes C5H6INO as an isolated structure in a non-equilibrium geometry. The level of theory is ωB97M-V/def2-TZVPD.

Atoms and positions in Å:
C 2.50797 1.94382 -0.45663
C 1.26041 2.04776 -0.29875
C 0.87590 -1.59689 -0.14023
C -0.57409 -1.81180 0.10955
C 0.07675 1.62472 -0.04911
N 1.28291 -0.45868 0.48624
O 1.60198 -2.48284 -0.58654
I 3.14912 -0.06205 0.17305
H 3.33370 2.72772 -0.44623
H -1.23608 -1.03831 0.43082
H -0.92322 -2.22485 -0.74757
H -0.62672 -2.56015 0.82728
H -0.65939 1.61769 -0.86365
H -0.11458 1.55133 0.94702

HOMO level (eV): -8.776
Max |F| (eV Å⁻¹): 3.423
Charge: 0
Spin multiplicity: 1
Energy (a.u.): -621.6120
HOMO-LUMO gap (eV): 8.36

***

This record from the Open Molecules 2025 dataset describes one molecule with the formula C5H6INO in a non-equilibrium geometry. The level of theory is ωB97M-V/def2-TZVPD.

Atoms and positions in Å:
C -1.30651 1.32314 -0.27401
C -1.76563 0.06783 -0.13314
C 0.20178 1.22973 -0.13207
C -0.50979 -0.93203 0.02550
C 1.90868 -0.53100 0.21379
N 0.56456 -0.06135 -0.16810
O 0.99898 2.16197 -0.16498
I -3.74629 -0.55940 -0.11963
H -1.79536 2.35170 -0.21105
H -0.55664 -1.29403 1.01380
H -0.54311 -1.83371 -0.70921
H 2.48128 0.40263 0.18097
H 1.89853 -1.09844 1.18282
H 2.16952 -1.22704 -0.70469

HOMO level (eV): -9.473
Max |F| (eV Å⁻¹): 3.996
Structure (SMILES): CN1CC(I)=CC1=O
Charge: 0
Spin multiplicity: 1
Energy (a.u.): -621.7815
HOMO-LUMO gap (eV): 9.85

***

This record from the Open Molecules 2025 dataset describes C5H6KLiO4 as an isolated structure in a non-equilibrium geometry. The level of theory is ωB97M-V/def2-TZVPD.

Atoms and positions in Å:
O -3.67390 1.56433 -0.00011
C -2.71949 1.54881 0.82332
O -2.65608 2.24264 1.86722
O -1.92322 0.41998 0.59229
C -0.51733 0.62112 0.75427
C 0.26538 -0.65085 0.42311
K -1.84594 -0.08472 3.38191
H -0.28738 0.91888 1.77840
H -0.21404 1.40238 0.05507
H -0.21041 -1.26772 -0.32642
H 0.55841 -1.20783 1.30037
Li -3.45449 -0.29780 -0.69531
C 2.94066 -0.73173 -1.73228
C 3.72197 -1.70729 -2.12593
O 4.48345 -2.49189 -2.56390
H 2.19032 -0.34433 -2.40596
H 3.34208 0.06603 -1.12606

HOMO level (spin up / spin down) (eV): -11.710 / -11.774
Max |F| (eV Å⁻¹): 4.688
Charge: +1
Spin multiplicity: 2
Energy (a.u.): -1102.2926
HOMO-LUMO gap (spin up / spin down) (eV): 7.62 / 7.27

***

This record from the Open Molecules 2025 dataset describes C5H6LiNiO4 as an isolated structure in a non-equilibrium geometry. The level of theory is ωB97M-V/def2-TZVPD.

Atoms and positions in Å:
O 3.48229 0.66801 0.57345
C 2.32862 0.69220 0.93005
O 1.72903 0.49367 1.97653
O 1.41975 0.88119 -0.26717
C 0.17083 0.86842 -0.10594
C -0.77550 0.47757 -1.13327
Li 5.21299 0.40320 1.18504
H -0.19586 0.98265 0.92629
H -0.33758 0.58472 -2.13160
H -1.56153 1.25675 -1.05374
Ni 1.58345 -0.38867 3.56061
C -1.37867 -0.97723 -0.91855
C -2.85444 -1.03128 -0.64834
O -3.30147 -1.44241 0.39935
H -0.85466 -1.56372 -0.15466
H -3.47530 -0.36639 -1.28973
H -1.19195 -1.53869 -1.84832

HOMO level (spin up / spin down) (eV): -13.168 / -16.575
Max |F| (eV Å⁻¹): 4.597
Charge: +2
Spin multiplicity: 4
Energy (a.u.): -2010.1617
HOMO-LUMO gap (spin up / spin down) (eV): 5.14 / 5.76

***

This record from the Open Molecules 2025 dataset describes C5H6MnO4 as an isolated structure in a non-equilibrium geometry. The level of theory is ωB97M-V/def2-TZVPD.

Atoms and positions in Å:
O 2.52077 0.61306 -0.50540
C 3.10674 1.73035 -0.70687
C 2.49740 2.92675 -0.24047
O 1.35956 2.86204 0.33742
Mn 0.83957 0.98848 0.46017
H 4.09126 1.75531 -1.19060
H 3.01795 3.88872 -0.32882
C -3.28484 -1.99632 -0.86187
C -2.53574 -1.66610 0.17772
O -1.49089 -0.75178 -0.02442
C -0.39739 -0.73167 0.66827
O -0.27192 -1.73449 1.47621
H -3.11650 -1.56876 -1.85081
H -2.67200 -2.02068 1.19682
H -4.11453 -2.68736 -0.71337
H 0.45056 -1.60756 2.10603

HOMO level (spin up / spin down) (eV): -12.208 / -14.061
Max |F| (eV Å⁻¹): 1.257
Charge: +1
Spin multiplicity: 7
Energy (a.u.): -1645.7635
HOMO-LUMO gap (spin up / spin down) (eV): 8.17 / 9.04

***

This record from the Open Molecules 2025 dataset describes C5H6MnO4 as an isolated structure in a non-equilibrium geometry. The level of theory is ωB97M-V/def2-TZVPD.

Atoms and positions in Å:
O 0.67728 -2.45973 2.47671
C 0.09786 -1.76886 1.71503
Mn 0.14484 0.23045 -0.15056
C -1.81348 0.63187 0.19636
C -0.39516 -1.10266 -1.42389
O -2.96762 0.83413 0.36923
O -0.55360 -1.90714 -2.26247
C 1.93013 3.76622 0.93841
C 1.89698 2.25996 0.42986
O 0.83843 1.56030 1.02310
H 0.93962 4.24811 0.77469
H 2.66807 4.31776 0.38758
H 2.18898 3.82926 2.02363
H 1.72276 2.23611 -0.61699
H 2.84994 1.80549 0.66518
H 0.84292 1.68015 1.98828

HOMO level (spin up / spin down) (eV): -19.867 / -19.933
Max |F| (eV Å⁻¹): 11.095
Charge: +2
Spin multiplicity: 6
Energy (a.u.): -1645.3297
HOMO-LUMO gap (spin up / spin down) (eV): 9.86 / 8.42